(1)
The following is a quantum chemistry calculation of a structure of composition C28H41Cl2IrN7O2Si, from the OMol25 dataset.

Output
ΔE to the lowest compared entry with this formula, charge and spin in kcal per mole: 62.1
Gap between HOMO and LUMO (alpha / beta) in eV: 4.11 / 3.93

ORCA input file:
```
! wB97M-V def2-TZVPD RIJCOSX def2/J DEFGRID3
* xyz 2 2
H -0.6586 -5.0487 2.1327
C -0.9325 0.3703 2.7237
H -0.5633 4.8083 2.4914
Ir 0.0174 -0.2459 -0.0881
H 1.0353 5.5362 2.3468
H -1.1494 -2.6314 -3.4917
C 2.1759 -1.3999 -5.4565
C -2.8281 -2.2308 0.1415
H -0.4671 2.4147 2.9508
H -2.6301 -5.2408 -1.5759
C 1.0321 4.1011 -1.3487
C -0.1587 1.9634 -4.0052
H 0.7194 1.5100 -6.4091
H 0.4986 -4.7218 3.4291
H -1.2239 -3.9783 4.8085
H 0.5182 2.8229 -3.9967
N 0.0350 -2.5035 -0.6880
O 0.1021 1.8817 -1.6086
N -0.0661 1.7470 0.9857
H -0.9165 2.1628 -4.7657
C -2.4730 -1.6149 4.2555
C -1.4326 -3.7971 3.7523
H 3.7080 -0.6761 2.2655
H -2.9567 -0.8420 3.6684
H 2.7716 -2.2069 -5.8598
H -1.8638 -5.3151 0.0006
H -3.2420 -2.3126 4.5804
C 3.8192 -2.7370 2.8467
C 0.6358 0.7487 -4.4277
O 0.6620 -0.4493 -2.3266
C -0.8616 1.8948 -2.6685
H -1.5199 2.7526 -2.5407
H 3.9082 -4.8977 2.9582
N -1.4992 -2.3663 3.4770
C 0.9949 -3.4350 -0.1025
H -2.0226 -1.1756 5.1477
C 1.3737 -3.1074 1.3616
H 0.1657 5.7369 -0.2079
H -2.3914 -4.2600 3.5121
H 1.9068 5.5193 0.0682
H 0.6875 4.5897 -2.2566
H 2.0370 3.6937 -1.5040
H -2.6480 -1.1544 0.1751
C -0.5903 -1.9815 2.5465
H -0.9375 0.2333 3.8043
H -2.0830 -1.3013 -2.7899
N -0.4158 -0.7970 2.0318
H -1.4497 0.9817 -2.5857
H 1.9190 -3.4450 -0.6859
C 1.8225 -1.3824 -4.1397
C 2.1214 -1.8065 1.4272
C 3.3445 -4.0476 2.5956
C 2.2229 -4.2451 1.8747
C -0.0537 1.5592 2.4174
H 4.6944 -2.5917 3.4675
H -2.7347 -2.6266 1.1551
Cl 2.3620 -2.6569 -3.1224
H -1.9410 0.6131 2.3732
H -0.8887 -5.4039 -1.4768
H 0.4563 -2.1466 -1.5462
H 1.7680 -0.9881 0.7918
Cl 2.1250 -0.3771 -7.9392
H 0.9677 1.3694 2.7692
H 1.8954 -5.2495 1.6343
H 0.8893 3.9457 3.0649
C 1.0120 0.7043 -5.7470
C 1.7513 -0.3553 -6.2821
N 0.1237 -3.0771 2.1498
N 0.1084 3.0613 -0.9177
H 0.5895 -4.4496 -0.1002
C 0.9695 5.0002 -0.1215
H -2.8787 -2.8184 -3.2020
C -1.7515 -4.9216 -1.0118
C 0.4902 4.5967 2.2919
H -3.8598 -2.3939 -0.1816
C 1.0065 -0.3382 -3.5379
Si -1.6465 -3.0468 -1.0721
C -1.9598 -2.3857 -2.8012
C 3.2301 -1.6456 2.2028
N 0.6972 4.0466 0.9630
C 0.2277 2.8857 0.4476
C -0.3145 -4.2947 2.8444
*
```

***

(2)
The following is a quantum chemistry calculation of a cluster of 2 separate species, CHN2OS in total, from the OMol25 dataset.

Output
ΔE to the lowest compared entry with this formula, charge and spin in kcal per mole: 21.2
Gap between HOMO and LUMO (alpha / beta) in eV: 6.69 / 6.69

ORCA input file:
```
! wB97M-V def2-TZVPD RIJCOSX def2/J DEFGRID3
* xyz -1 1
O -0.3245 -1.2141 1.5515
N 0.0343 0.3977 -0.8709
C 0.5384 -0.7195 0.8733
N -1.1457 0.8368 -0.8428
H -1.2600 1.2439 -1.7430
S 2.1576 -0.5447 1.0319
*
```

***

ΔE to the lowest compared entry with this formula, charge and spin of number 2 (CHN2OS)? 21.2 kcal per mole

***

Please write out number 2 again, unchanged.
The following is a quantum chemistry calculation of a cluster of 2 separate species, CHN2OS in total, from the OMol25 dataset.

Output
ΔE to the lowest compared entry with this formula, charge and spin in kcal per mole: 21.2
Gap between HOMO and LUMO (alpha / beta) in eV: 6.69 / 6.69

ORCA input file:
```
! wB97M-V def2-TZVPD RIJCOSX def2/J DEFGRID3
* xyz -1 1
O -0.3245 -1.2141 1.5515
N 0.0343 0.3977 -0.8709
C 0.5384 -0.7195 0.8733
N -1.1457 0.8368 -0.8428
H -1.2600 1.2439 -1.7430
S 2.1576 -0.5447 1.0319
*
```